# 1
56
Properties=species:S:1:pos:R:3 method="wB97M-V/def2-TZVPD" homo_ev=-12.462 e_lumo_ev=-4.6 total_energy_ev=-39345.555 orbital_gap_ev=7.850 total_charge=+1
C 1.24 -0.61 -0.27
C 1.85 0.88 -0.44
C 1.92 1.33 -1.98
C 0.93 2.54 -2.38
C 0.86 2.57 -4.00
C -0.49 2.29 -1.69
C -1.41 1.13 -2.18
C -2.74 0.92 -1.43
C -3.75 -0.29 -1.83
C -5.12 0.44 -2.28
O -6.09 0.37 -1.51
Cl -5.07 1.33 -3.87
C -3.08 1.89 -0.22
C -2.08 3.00 0.16
N -0.83 3.17 -0.57
H 0.82 -1.05 -1.25
H 0.41 -0.67 0.51
H 2.10 -1.31 0.06
H 2.94 0.82 -0.06
H 1.31 1.60 0.26
H 1.59 0.42 -2.62
H 2.99 1.62 -2.27
H 1.39 3.56 -2.07
H -0.09 3.09 -4.40
H 1.75 3.12 -4.47
H 0.84 1.51 -4.42
H -1.03 0.51 -3.07
H -3.26 -0.89 -2.67
H -3.87 -0.94 -0.90
H -4.06 1.75 0.34
H -2.28 3.70 1.04
H -0.16 3.91 -0.31
C 3.16 1.98 4.25
C 2.52 1.11 3.18
C 2.00 -0.19 3.77
O 3.49 0.82 2.17
H 4.01 1.47 4.71
H 3.54 2.91 3.81
H 2.44 2.23 5.03
H 1.70 1.65 2.70
H 2.81 -0.78 4.21
H 1.55 -0.82 2.98
H 1.24 0.00 4.53
H 4.22 0.33 2.58
C -0.54 -4.97 -0.55
C -0.41 -4.02 0.63
C -1.21 -4.51 1.82
O -0.88 -2.72 0.25
H -1.59 -5.05 -0.88
H 0.02 -4.59 -1.41
H -0.18 -5.96 -0.30
H 0.64 -3.91 0.90
H -2.28 -4.58 1.58
H -1.12 -3.81 2.66
H -0.86 -5.49 2.15
H -1.81 -2.80 0.00



# 2
19
Properties=species:S:1:pos:R:3 method="wB97M-V/def2-TZVPD" homo_ev=-13.216 e_lumo_ev=-6.3 total_energy_ev=-9371.471 orbital_gap_ev=6.949 total_charge=+1
C 0.12 -0.63 -2.53
C 0.97 -0.58 -1.29
C 0.58 0.16 -0.19
C -0.30 1.33 -0.25
N -0.37 1.81 1.07
C 0.22 0.93 1.90
C 0.96 0.03 1.19
N -1.40 -2.23 0.53
H 0.09 0.45 -2.73
H 0.36 -1.43 -3.21
H 1.96 -0.91 -1.56
H -2.18 -1.58 0.64
H -0.44 1.89 -1.17
H -1.12 2.42 1.37
H 0.22 0.91 2.97
H 1.73 -0.65 1.53
H -0.93 -0.81 -2.25
H -0.67 -1.88 -0.09
H -1.79 -3.07 0.11



# 3
27
Properties=species:S:1:pos:R:3 method="wB97M-V/def2-TZVPD" homo_ev=-8.194 e_lumo_ev=0.7 total_energy_ev=-79025.630 orbital_gap_ev=8.862 smiles=CCC[C@]1(O)[Se]Cc2ccccc21 total_charge=0
C -0.32 3.33 0.23
C -1.04 2.63 -0.72
C 0.85 2.91 0.78
C -0.65 1.32 -1.10
C 1.23 1.61 0.43
C 0.57 0.94 -0.56
C 2.30 0.89 1.24
C 0.86 -0.53 -0.76
C -1.86 -3.13 0.42
C -0.06 -1.49 0.35
C -1.14 -2.22 -0.48
O 0.71 -1.01 -1.97
Se 2.80 -0.68 0.07
H -0.74 4.30 0.52
H -2.05 2.95 -0.81
H 1.57 3.54 1.22
H -1.22 0.61 -1.70
H 3.15 1.39 1.52
H 1.87 0.53 2.29
H -1.09 -3.78 0.88
H -2.58 -3.64 -0.26
H -2.37 -2.69 1.25
H 0.62 -2.10 1.02
H -0.62 -0.80 0.92
H -1.73 -1.43 -0.96
H -0.55 -2.78 -1.30
H 1.47 -0.69 -2.50



# 4
6
Properties=species:S:1:pos:R:3 method="wB97M-V/def2-TZVPD" homo_ev=-10.068 e_lumo_ev=0.2 total_energy_ev=-24786.807 orbital_gap_ev=10.309 smiles="O=C(S)S" total_charge=0
C 0.01 0.78 -0.17
H 1.00 -1.26 -0.39
H -0.97 -1.24 0.55
O -0.05 1.93 0.04
S 1.57 -0.09 0.01
S -1.57 -0.12 -0.03